Entry from the Open Molecules 2025 dataset: an isolated ion of composition C15H22NO and charge +1 (the ωB97M-V functional and the def2-TZVPD basis).

Its energy above the lowest of the compared OMol25 structures with the same formula, charge and spin is 4.070 eV. The value obtained for the electronic energy is -19439.960 eV. The net charge is +1. As for the SMILES: CC(C)(C=[N+]1CCOCC1)C1C=CC=CC=C1. As for the multiplicity: 1. For the HOMO energy, the calculation gives -11.049 eV.

```
39
Properties=species:S:1:pos:R:3:nbo_charge:R:1
C -2.429 0.154 -0.117 -0.614
C -2.118 0.135 1.394 -0.114
C -2.095 -1.318 1.924 -0.617
C -0.706 0.748 1.550 0.398
N 0.503 0.189 1.633 -0.304
C 1.549 1.130 2.160 -0.258
C 2.844 0.411 2.517 -0.091
O 3.277 -0.421 1.439 -0.498
C 2.330 -1.468 1.203 -0.091
C 0.965 -0.930 0.760 -0.265
H -3.499 -0.031 -0.324 0.262
H -2.108 1.103 -0.578 0.227
H -1.858 -0.642 -0.616 0.215
H -3.056 -1.608 2.353 0.244
H -1.862 -2.028 1.119 0.220
H -1.366 -1.417 2.733 0.215
H -0.668 1.843 1.566 0.218
H 1.783 1.877 1.380 0.227
H 1.144 1.633 3.047 0.232
H 3.649 1.148 2.634 0.233
H 2.714 -0.158 3.459 0.186
H 2.796 -2.043 0.390 0.232
H 2.224 -2.117 2.099 0.186
H 0.236 -1.748 0.794 0.246
H 1.075 -0.580 -0.285 0.236
C -3.154 0.940 2.127 -0.309
C -4.552 0.348 2.020 -0.148
C -5.652 0.750 1.339 -0.220
C -5.963 1.979 0.698 -0.193
C -5.196 3.114 0.689 -0.226
C -3.909 3.285 1.263 -0.138
C -3.066 2.416 1.871 -0.205
H -2.931 0.864 3.207 0.222
H -4.664 -0.612 2.552 0.208
H -6.470 0.010 1.314 0.229
H -6.954 2.011 0.230 0.228
H -5.622 4.013 0.232 0.227
H -3.547 4.326 1.224 0.214
H -2.159 2.872 2.291 0.188
```